(1)
This record from the Open Molecules 2025 dataset describes 4 unconnected molecules or ions with the total composition C29H38FN7O6. The level of theory is the ωB97M-V functional and the def2-TZVPD basis.

Geometry as ORCA input:
```
! wB97M-V def2-TZVPD RIJCOSX def2/J DEFGRID3
* xyz 0 1
C -3.43286 1.86581 4.31294
C -3.95352 1.51268 2.80519
C -2.74432 0.73687 2.09116
F -2.21177 -0.18348 3.09529
C -3.13522 -0.02760 0.74095
C -3.70200 0.67022 -0.35859
C -4.06915 2.22328 -0.42578
C -2.86475 3.22100 -0.07507
C -1.57589 3.04486 -1.02522
O -1.63308 3.65743 -2.14332
N -0.37520 2.29162 -0.66693
C 0.42522 1.90846 -1.86212
C -0.26189 0.98242 -2.93764
C 0.48285 0.57077 -4.23664
C 1.94679 1.07544 -4.39853
C 2.65854 1.99557 -3.34134
C 1.89854 2.42965 -2.02989
C -4.03698 -0.21595 -1.67446
O -5.03181 0.07343 -2.38303
C -3.07115 -1.47551 -1.97483
C -2.51232 -2.15440 -0.86425
C -1.57116 -3.44210 -0.91264
C -0.21504 -3.19739 -0.08774
C 0.36308 -4.48565 0.65637
C 1.89957 -4.49388 0.98098
C 2.62319 -5.63953 1.72600
C 1.80537 -6.88566 2.19720
C 0.27143 -6.90702 1.87398
C -0.44747 -5.71854 1.12788
C -2.89637 -1.59919 0.59302
O -3.01949 -2.45187 1.50820
H -3.95071 2.78052 4.75761
H -2.29307 2.07539 4.31497
H -3.57421 0.95886 5.01183
H -4.83472 0.79335 2.95027
H -4.29740 2.45905 2.27209
H -1.84680 1.42023 1.82848
H -5.02583 2.43227 0.18810
H -4.36530 2.44560 -1.52297
H -3.25570 4.28912 -0.29100
H -2.59252 3.23868 1.05093
H -0.57651 1.48498 -0.05934
H -1.34825 0.66927 -2.70482
H -0.08165 -0.07664 -4.98260
H 2.50272 0.77408 -5.34555
H 3.73225 2.36029 -3.51862
H 2.41436 3.11867 -1.28683
H -2.82930 -1.82696 -3.03750
H -2.16776 -4.29273 -0.40037
H -1.39463 -3.81982 -1.99238
H 0.58104 -2.86897 -0.86244
H -0.27445 -2.32852 0.66674
H 2.51121 -3.58882 0.64735
H 3.75537 -5.58212 1.93787
H 2.36423 -7.72143 2.72732
H -0.30566 -7.84215 2.21784
H -1.57036 -5.77932 0.95300
N 4.08441 4.04463 0.91057
C 5.18824 3.62456 0.24344
N 6.09466 2.96447 1.00497
O 5.35152 3.82556 -0.95014
H 3.92944 3.89025 1.89027
H 3.38783 4.53955 0.37776
H 6.92835 2.63646 0.54488
H 5.97897 2.78923 1.98656
N -3.12576 5.29611 -5.68107
C -2.52339 6.50619 -5.57215
N -1.54970 6.56956 -4.63213
O -2.83416 7.46271 -6.26633
H -2.88458 4.49862 -5.11981
H -3.85560 5.20730 -6.36890
H -1.07728 7.45144 -4.51943
H -1.28054 5.79376 -4.05199
N 4.62783 -4.76001 4.97329
C 5.72667 -5.16351 4.28970
N 6.64448 -5.82973 5.03275
O 5.87807 -4.94415 3.09707
H 4.48427 -4.93008 5.95206
H 3.92198 -4.26140 4.45499
H 7.47551 -6.14604 4.55987
H 6.53928 -6.02006 6.01268
*
```

Computed properties:
LUMO = -1.40 eV
HOMO = -8.6 eV



(2)
This record from the Open Molecules 2025 dataset describes a molecular structure, C29H38N10O4RuS3. The level of theory is the ωB97M-V functional and the def2-TZVPD basis.

Geometry as ORCA input:
```
! wB97M-V def2-TZVPD RIJCOSX def2/J DEFGRID3
* xyz 1 6
Ru -1.36426 2.28213 -0.47592
N -3.52039 -4.44577 2.03495
C -3.80536 -3.12971 1.71011
C -3.81218 -2.71782 0.37366
C -4.02389 -1.39189 0.05320
C -4.24005 -0.46115 1.06249
C -4.26340 -0.86003 2.39484
C -4.03818 -2.18381 2.71490
S -4.50226 1.21904 0.64184
O -5.43946 1.80128 1.54689
O -4.69233 1.28876 -0.78315
N -3.02894 1.93466 0.84059
C -2.37753 2.18725 1.99999
N -2.77600 1.85193 3.22278
C -1.96443 2.19931 4.21233
C -0.74647 2.85154 4.02915
C -0.38662 3.12902 2.72869
N -1.19784 2.81412 1.72115
H -3.72006 -5.12680 1.31986
H -3.82300 -4.74724 2.94743
H -3.65853 -3.44750 -0.41258
H -4.04256 -1.07148 -0.97939
H -4.46677 -0.13091 3.16675
H -4.06234 -2.50040 3.75066
H -2.29990 1.93719 5.20991
H -0.11723 3.12443 4.86197
H 0.54099 3.62407 2.46512
N 4.44039 -0.23565 -5.51988
C 3.77281 0.61312 -4.67111
C 3.52582 0.24225 -3.34246
C 2.81571 1.07720 -2.50701
C 2.33572 2.29305 -2.98158
C 2.58193 2.67958 -4.29687
C 3.29190 1.84667 -5.13167
S 1.44246 3.36621 -1.93901
O 1.63124 4.71252 -2.36851
O 1.71757 3.01800 -0.54988
N -0.13686 2.95309 -2.03393
C -0.94882 2.75120 -3.11482
N -0.58527 2.78069 -4.38228
C -1.53282 2.43145 -5.25379
C -2.81210 2.04128 -4.88525
C -3.10853 2.06163 -3.53354
N -2.18719 2.44575 -2.65666
H 5.01336 -0.95078 -5.10529
H 4.82323 0.16033 -6.36173
H 3.90480 -0.70239 -2.97169
H 2.64601 0.79366 -1.47752
H 2.22104 3.63402 -4.65174
H 3.48929 2.14815 -6.15278
H -1.24414 2.45967 -6.29824
H -3.54786 1.75067 -5.61869
H -4.07733 1.79859 -3.12588
C 3.20666 0.15740 5.45809
C 3.50111 0.01808 3.97041
C 2.27433 0.29943 3.11165
C 2.58567 0.18711 1.62345
N 1.43157 0.40918 0.75767
C 0.49316 -0.49121 0.49058
S -0.79992 -0.16868 -0.61682
N 0.57155 -1.69400 1.04290
C -0.36151 -2.81378 0.88513
C 0.38481 -4.11525 0.61535
C 0.82943 -4.31019 -0.83388
C 1.80365 -3.26047 -1.36311
H 4.09253 -0.04638 6.05787
H 2.42488 -0.53746 5.77057
H 2.86979 1.16794 5.69651
H 3.87037 -0.99050 3.75952
H 4.30481 0.70317 3.68591
H 1.89828 1.30579 3.31567
H 1.46509 -0.38625 3.38558
H 3.03562 -0.78471 1.38818
H 3.32632 0.93452 1.33829
H 1.41681 1.28594 0.24246
H 1.35103 -1.86829 1.65897
H -1.03622 -2.58149 0.06308
H -0.96774 -2.88914 1.79030
H -0.27570 -4.93578 0.90148
H 1.25072 -4.18294 1.28524
H -0.05838 -4.33378 -1.47251
H 1.28776 -5.29765 -0.91668
H 1.33389 -2.28146 -1.47687
H 2.18141 -3.54905 -2.34420
H 2.66486 -3.15029 -0.69720
*
```

Computed properties:
LUMO (alpha / beta) = -2.35 / -4.95 eV
HOMO (alpha / beta) = -10.7 / -10.6 eV



(3)
This record from the Open Molecules 2025 dataset describes a molecular structure, C29H38N4O2P2Zn. The level of theory is the ωB97M-V functional and the def2-TZVPD basis.

Geometry as ORCA input:
```
! wB97M-V def2-TZVPD RIJCOSX def2/J DEFGRID3
* xyz 0 1
Zn 2.03864 -0.36936 1.72533
C 3.89507 -1.03471 1.56694
C 3.39863 -0.86665 0.26742
C 3.05788 -1.98632 -0.68021
C 2.22892 -3.11154 -0.01336
C 1.21666 -2.55865 0.94026
C 1.37126 -2.21327 2.27657
C 2.55259 -2.62350 3.10346
C 3.91641 -2.28407 2.37434
C -1.45115 0.79750 3.08654
H 4.45308 -0.21500 2.02395
H 3.73964 0.01506 -0.27581
H 3.99360 -2.43237 -1.06742
H 2.49928 -1.57783 -1.55063
H 1.71389 -3.66982 -0.82362
H 2.91733 -3.82783 0.46454
H 0.18919 -2.67467 0.58810
H 0.42050 -2.07381 2.80664
H 2.55692 -3.68895 3.38659
H 2.45649 -2.07160 4.05065
H 4.65069 -2.12643 3.17815
H 4.23994 -3.13026 1.75349
H -1.01730 1.63510 3.63964
H -2.21049 0.17867 3.60715
H -1.38148 0.82545 2.00172
P -1.89345 -0.59366 -0.23911
P 0.13090 2.32548 -1.25141
N -2.10627 -2.22950 0.65790
N -3.14466 -1.05218 -1.33576
N 1.03561 2.40793 0.18801
N 0.79648 3.47840 -2.22535
C -0.39738 -0.63672 -1.28810
C 0.27452 0.64210 -1.90409
C -1.96776 -2.30788 2.05182
C -2.19160 -3.61940 2.47927
C -2.41929 -4.39810 1.29720
C -2.33467 -3.53219 0.21199
C -4.48393 -1.11002 -0.91069
C -5.26036 -1.49166 -1.99221
C -4.39145 -1.67742 -3.10887
C -3.09745 -1.40725 -2.68450
C 0.52090 2.51212 1.49557
C 1.46166 2.06775 2.38933
C 2.67486 1.78829 1.65702
C 2.36381 2.00244 0.30551
C 2.16589 3.52476 -2.54842
C 2.41875 4.71267 -3.19172
C 1.17371 5.42212 -3.32135
C 0.19043 4.66775 -2.72195
H -0.57861 -1.30991 -2.13431
H 0.37562 -1.16009 -0.70549
H 1.37216 0.47092 -1.96639
H -0.03325 0.71291 -2.96449
H -1.73714 -1.39964 2.58516
H -2.17116 -3.97142 3.51554
H -2.60901 -5.46394 1.26152
H -2.47996 -3.73891 -0.83462
H -4.73594 -0.87132 0.11462
H -6.32829 -1.62475 -1.98200
H -4.65776 -1.97183 -4.10963
H -2.15120 -1.43256 -3.20485
H -0.48804 2.84361 1.64204
H 1.35368 1.89624 3.46193
H 3.67448 1.87831 2.07820
H 3.01955 1.97551 -0.55367
H 2.80348 2.69854 -2.28107
H 3.39507 5.04362 -3.52167
H 1.03188 6.37385 -3.80896
H -0.86087 4.86371 -2.56687
C -3.45561 3.88794 -0.95700
C -2.57437 2.70778 -0.87518
O -1.24773 3.07061 -1.12868
O -2.88127 1.55354 -0.60546
H -3.54748 4.33369 0.03834
H -4.45421 3.60551 -1.30618
H -2.99946 4.61710 -1.63133
*
```

Computed properties:
LUMO (alpha / beta) = -0.37 / -0.37 eV
HOMO (alpha / beta) = -4.3 / -4.3 eV



(4)
This record from the Open Molecules 2025 dataset describes a molecular structure, C29H39BrCaCl3F2LiN8O11S2. The level of theory is the ωB97M-V functional and the def2-TZVPD basis.

Geometry as ORCA input:
```
! wB97M-V def2-TZVPD RIJCOSX def2/J DEFGRID3
* xyz 0 1
N -1.36300 -2.51461 3.46795
C -0.56422 -1.51149 4.14739
N 0.64650 -2.07770 4.82460
N -1.44548 -0.91336 5.19681
C -0.14505 -0.34590 3.22742
C -0.16167 -0.74086 1.75062
C -0.48330 0.52329 0.91580
O 0.72198 1.32204 0.85686
C 1.65609 0.76925 -0.10992
C 1.52058 -0.77978 -0.08797
N 1.15209 -1.26673 1.25638
H -0.80886 -3.35586 3.30241
H -2.05549 -2.83384 4.14297
H 0.74811 -1.52859 5.67462
H 0.41546 -3.01169 5.16066
H -0.97559 -0.08694 5.56085
H -1.45664 -1.60693 5.94289
H -0.79950 0.51035 3.40676
H 0.87371 -0.00196 3.47123
H -0.93626 -1.46831 1.47874
H -1.22218 1.15102 1.41767
H -0.90247 0.27256 -0.06892
H 2.68958 0.98584 0.10432
H 1.46591 1.17879 -1.11346
H 0.76733 -1.05091 -0.83516
H 2.46963 -1.19952 -0.43577
H 1.91337 -1.04445 1.90528
H 1.11065 -2.29224 1.18354
N 1.96964 -6.39876 1.00421
S 0.53013 -5.76131 0.80004
O -0.34857 -6.44387 -0.10423
O 0.47338 -4.33347 0.82102
F -0.09614 -6.14223 2.18576
S 2.87610 -6.24970 -0.27628
O 4.03540 -7.07744 -0.23669
O 3.07672 -4.92267 -0.79301
F 2.01635 -6.94841 -1.41382
Li 0.64202 -8.50631 0.39496
Cl 0.27322 -11.12981 -0.30547
C 7.41363 -4.00787 -2.05140
O 8.64913 -3.96970 -2.15382
N 6.64436 -2.88737 -2.25065
N 6.71874 -5.10104 -1.74792
H 5.63900 -2.86736 -2.18417
H 7.12149 -2.04412 -2.46527
H 7.22935 -5.95357 -1.58344
H 5.71194 -5.11070 -1.66510
C -4.03017 7.36793 -4.07662
C -3.09825 6.42036 -4.48829
C -2.33589 5.74309 -3.55138
C -2.49304 6.01790 -2.19795
C -3.41186 6.98576 -1.78685
C -4.18639 7.65063 -2.72992
C -3.56082 7.32879 -0.34637
O -4.36232 8.16724 0.01078
C -2.70053 6.62792 0.64328
C -2.78363 6.97291 1.98691
C -1.99628 6.31770 2.91998
C -1.12812 5.30776 2.51612
C -1.03830 4.96406 1.17799
C -1.81512 5.62745 0.23631
C -1.68091 5.27065 -1.20078
O -0.91965 4.39067 -1.55576
H -4.63158 7.88989 -4.80987
H -2.96936 6.20957 -5.54227
H -1.61552 5.00268 -3.87230
H -4.90761 8.39125 -2.41133
H -3.46020 7.75545 2.30337
H -2.05901 6.59187 3.96532
H -0.51765 4.79158 3.24640
H -0.35774 4.18063 0.86657
C -3.78423 -5.19558 1.41939
O -4.48903 -4.49002 0.65541
O -2.87023 -4.44359 2.15508
O -3.78627 -6.41182 1.59388
H -3.13679 -3.58560 1.78233
N -2.93725 -1.74163 -0.29533
C -2.12314 -2.59113 -0.92716
C -2.52132 -3.42246 -1.95837
C -3.84485 -3.37551 -2.36097
C -4.70816 -2.50439 -1.72103
C -4.20687 -1.71316 -0.70120
H -1.09466 -2.60073 -0.57580
H -1.81460 -4.09064 -2.43162
H -4.19868 -4.01140 -3.16225
H -5.74929 -2.44032 -2.00437
H -4.84735 -1.01653 -0.17233
Cl 4.88369 2.57834 -1.26662
C 4.07226 3.94122 -2.07787
C 3.63631 3.59426 -3.47904
Cl 5.02124 3.36512 -4.58133
H 4.75247 4.78962 -2.06901
H 3.20123 4.19493 -1.47312
H 3.03661 4.40556 -3.88847
H 3.03966 2.68506 -3.49713
Ca 8.61700 -1.66751 -3.63982
Br 2.50503 2.54842 1.65409
*
```

Computed properties:
LUMO = -5.58 eV
HOMO = -6.7 eV



The records above yield F_max values of 4.74; 0.54; 4.63; 3.93 eV/A, respectively.